Entry 1:
{"formula": "C4H8N4", "method": "ωB97M-V/def2-TZVPD", "species": ["H", "N", "C", "C", "C", "N", "C", "N", "N", "H", "H", "H", "H", "H", "H", "H"], "positions_angstrom": [[1.61000, -1.31844, 2.31669], [1.87700, -0.39079, 1.94360], [1.07129, -0.06159, 0.94581], [1.41524, 1.06293, 0.06242], [0.68219, 1.13647, -1.03398], [-0.25813, -0.02615, -0.98283], [-1.61648, 0.66594, -1.06602], [-0.09878, -0.57610, 0.30174], [-0.48153, -1.77131, 0.61047], [2.22678, 1.93022, 0.32471], [0.57745, 1.59357, -2.02850], [-1.74550, 0.78786, -2.24670], [-1.71714, 1.48762, -0.34880], [-2.36975, -0.11952, -0.84164], [0.20971, -2.65693, 0.61881], [-1.38234, -1.74380, 1.42422]], "atomic_forces_ev_per_a": [[-0.126, 0.595, 0.051], [-2.477, -0.697, -2.052], [1.520, 1.091, -0.141], [2.996, 4.227, 0.986], [-1.629, -3.660, -0.432], [-0.734, 2.284, -0.698], [-0.108, -2.612, -2.523], [3.546, 2.270, 2.037], [-4.038, -5.009, 3.036], [-1.938, -2.719, -0.534], [0.566, 0.507, 1.081], [0.090, 0.714, 2.749], [0.039, 0.192, -0.624], [0.371, 0.516, 0.057], [-1.989, 2.992, 0.119], [3.909, -0.689, -3.112]], "relative_energy_kj_mol": 477.2, "smiles": "[H]/N=c1/ccn(C)n1N", "max_force_ha_per_bohr": 0.13835, "energy_ev": -10233.296, "homo_ev": -8.2, "homo_lumo_gap_ev": 8.9, "charge": 0}

Entry 2:
{"formula": "C29H28N6O2STi", "method": "ωB97M-V/def2-TZVPD", "species": ["Ti", "C", "C", "C", "C", "C", "C", "C", "N", "N", "C", "C", "C", "C", "C", "C", "N", "C", "C", "C", "C", "C", "C", "N", "H", "H", "H", "H", "H", "H", "H", "H", "H", "H", "H", "H", "H", "H", "H", "H", "H", "H", "H", "H", "O", "C", "O", "C", "C", "C", "C", "C", "C", "S", "H", "H", "H", "H", "N", "C", "C", "C", "N", "H", "H", "H", "H"], "positions_angstrom": [[0.10316, -0.03289, -0.17170], [-0.05131, -1.71036, -2.77947], [1.25937, -2.38481, -2.37104], [2.35780, -1.43252, -1.97635], [3.63814, -1.58738, -2.48799], [4.63009, -0.69002, -2.12484], [4.30930, 0.36735, -1.28943], [3.00833, 0.48020, -0.84293], [2.06531, -0.42604, -1.14308], [-0.95125, -1.41641, -1.64231], [-1.41356, -2.66358, -0.99172], [-0.69042, -3.01124, 0.27643], [-0.76855, -4.29108, 0.80211], [-0.19015, -4.54728, 2.03374], [0.45921, -3.51662, 2.69539], [0.52062, -2.27436, 2.09431], [-0.04810, -2.02208, 0.90553], [-2.14276, -0.68486, -2.11582], [-2.83696, -0.03705, -0.94973], [-4.15112, 0.38427, -1.03891], [-4.72808, 1.00974, 0.05630], [-3.97953, 1.17573, 1.21102], [-2.67251, 0.72754, 1.22250], [-2.10919, 0.13783, 0.16310], [-0.58198, -2.36232, -3.48444], [0.15144, -0.76616, -3.28894], [1.61339, -2.96674, -3.22197], [1.09002, -3.11296, -1.57115], [3.85005, -2.40183, -3.16616], [5.63647, -0.80673, -2.50359], [5.04450, 1.10328, -0.99969], [2.69569, 1.29291, -0.20173], [-1.37190, -3.49914, -1.69807], [-2.46611, -2.54105, -0.72429], [-1.28438, -5.06904, 0.25573], [-0.24723, -5.53510, 2.46989], [0.92476, -3.66890, 3.65806], [1.05816, -1.44980, 2.54100], [-2.82908, -1.36552, -2.63416], [-1.82540, 0.09330, -2.81143], [-4.70775, 0.23329, -1.95381], [-5.75099, 1.35679, 0.00944], [-4.39064, 1.65664, 2.08628], [-2.04238, 0.85132, 2.09533], [0.10946, 3.05528, 2.39436], [-0.11678, 2.61710, 1.27962], [0.39295, 1.45699, 0.91988], [-0.98986, 3.30070, 0.28880], [-1.77411, 4.34379, 0.79115], [-2.65671, 5.03246, -0.01373], [-2.75075, 4.68724, -1.35747], [-1.96797, 3.67259, -1.87401], [-1.07133, 2.95380, -1.07309], [-0.07633, 1.75885, -1.90401], [-1.66751, 4.59061, 1.83893], [-3.25789, 5.83351, 0.39347], [-3.43151, 5.21776, -2.01056], [-2.02878, 3.42502, -2.92564], [2.45834, 1.20802, 2.92454], [3.45663, 1.39584, 3.80329], [4.32386, 0.33542, 3.66251], [3.75597, -0.44078, 2.64282], [2.61573, 0.08500, 2.20611], [1.65825, 1.81789, 2.75223], [3.47715, 2.25493, 4.45093], [5.23304, 0.15972, 4.20819], [4.12362, -1.35809, 2.21025]], "atomic_forces_ev_per_a": [[0.003, 1.032, -0.246], [0.005, -0.091, -0.152], [-0.005, -0.049, -0.017], [0.159, -0.037, -0.022], [0.012, 0.065, 0.045], [-0.049, -0.014, 0.012], [-0.049, 0.034, -0.104], [0.037, -0.160, 0.149], [-0.282, -0.090, 0.097], [0.039, -0.010, 0.080], [-0.061, -0.081, 0.025], [0.002, -0.059, 0.089], [0.001, 0.012, 0.034], [-0.003, 0.049, -0.026], [-0.007, 0.006, -0.014], [0.009, -0.037, 0.010], [0.195, 0.110, -0.214], [-0.103, 0.015, -0.081], [-0.107, 0.033, 0.065], [-0.034, 0.028, 0.121], [0.063, -0.040, -0.028], [0.021, 0.002, 0.004], [-0.053, -0.003, -0.013], [0.135, -0.058, -0.242], [-0.005, 0.035, 0.026], [0.000, -0.016, 0.028], [0.004, 0.012, 0.006], [0.003, 0.036, -0.005], [-0.005, -0.018, -0.005], [0.007, -0.001, -0.006], [-0.008, 0.017, 0.005], [0.050, -0.019, -0.027], [0.011, 0.030, 0.010], [0.027, 0.014, -0.013], [-0.012, -0.004, -0.013], [0.009, -0.016, 0.002], [0.009, 0.006, 0.006], [-0.002, 0.025, 0.023], [0.038, 0.017, -0.018], [0.013, -0.022, 0.041], [-0.001, -0.013, -0.009], [-0.013, 0.018, 0.002], [-0.003, 0.002, 0.009], [-0.019, -0.001, -0.005], [0.054, -0.001, -0.191], [-0.077, 0.270, 0.143], [-0.065, -0.742, 0.128], [-0.055, 0.047, -0.004], [0.025, -0.021, 0.023], [0.003, 0.004, 0.009], [0.007, -0.016, -0.011], [-0.027, 0.039, 0.038], [-0.082, 0.081, -0.026], [0.179, -0.450, 0.199], [-0.003, 0.007, 0.008], [-0.006, 0.005, 0.006], [-0.010, 0.014, -0.002], [0.007, -0.007, -0.010], [-0.068, 0.029, -0.039], [-0.002, -0.022, 0.011], [0.065, 0.096, -0.019], [-0.103, -0.055, 0.054], [0.086, 0.091, -0.065], [0.028, -0.103, 0.086], [-0.005, 0.016, 0.022], [0.029, -0.005, -0.002], [-0.012, -0.033, 0.010]], "max_force_ha_per_bohr": 0.02064, "spin_multiplicity": 2, "energy_ev": -77513.350, "homo_ev": [-10.0, -10.1], "homo_lumo_gap_ev": [7.5, 7.4], "s_squared": 0.7540, "charge": 1}

Entry 3:
{"formula": "C25H38Cl5NO9PbSSi3", "method": "ωB97M-V/def2-TZVPD", "species": ["Pb", "C", "O", "Si", "C", "C", "C", "Si", "C", "C", "C", "Si", "C", "C", "C", "H", "H", "H", "H", "H", "H", "H", "H", "H", "H", "H", "H", "H", "H", "H", "H", "H", "H", "H", "H", "H", "H", "H", "H", "H", "H", "H", "Cl", "C", "C", "Cl", "C", "Cl", "C", "O", "C", "O", "C", "Cl", "N", "C", "C", "C", "C", "C", "C", "S", "O", "O", "O", "H", "H", "H", "H", "H", "H", "Cl", "C", "C", "O", "O", "H", "H", "C", "O", "H", "H", "H"], "positions_angstrom": [[-0.26865, 0.11845, -1.25334], [-1.14706, -2.64976, 2.78344], [-0.27713, -2.08792, 1.76511], [1.07521, -2.98262, 1.33291], [0.44254, -4.43757, 0.33046], [1.69527, -3.80717, 2.91620], [2.25793, -1.71263, 0.61000], [3.23779, -2.16449, -0.94789], [2.09591, -3.06517, -2.23949], [4.66416, -3.32978, -0.33819], [4.07517, -0.85670, -2.01854], [2.61314, -0.24633, 1.65272], [1.22413, 0.96249, 1.86481], [3.17872, -0.77301, 3.43851], [4.07039, 0.85334, 1.05046], [-1.01740, -3.76134, 2.82332], [-2.16995, -2.40751, 2.50873], [-0.94931, -2.21064, 3.75937], [-0.26950, -5.04958, 0.94850], [1.27938, -5.08438, 0.08923], [-0.08021, -4.20369, -0.61678], [1.28908, -4.82310, 2.86677], [1.53411, -3.30829, 3.87251], [2.79631, -3.91128, 2.94678], [1.90255, -4.11961, -2.01793], [2.59631, -2.91657, -3.18830], [1.08565, -2.55294, -2.27231], [4.38221, -4.17261, 0.28402], [5.30838, -2.74748, 0.32218], [5.24899, -3.71485, -1.22055], [3.28249, -0.20349, -2.34091], [4.57972, -1.31692, -2.87724], [4.82864, -0.29752, -1.46300], [1.50181, 1.76686, 2.60720], [0.32352, 0.45530, 2.23955], [1.03210, 1.54691, 0.94318], [2.38359, -1.29374, 3.96161], [3.50500, 0.05468, 4.11143], [3.95108, -1.54548, 3.32662], [3.81218, 1.32822, 0.07395], [5.01027, 0.37983, 0.90568], [4.18148, 1.65928, 1.76208], [-5.75429, -1.59271, -5.51561], [-4.51313, -1.74201, -4.40535], [-3.89096, -2.95827, -4.17793], [-4.25859, -4.19833, -5.27926], [-2.91963, -3.07979, -3.19706], [-2.23154, -4.57494, -2.69789], [-2.28677, -1.94566, -2.60380], [-1.28530, -2.05204, -1.85312], [-2.81526, -0.63187, -2.98600], [-2.20841, 0.40449, -2.59008], [-4.05633, -0.62342, -3.72061], [-4.88365, 0.87399, -3.82564], [-2.49273, 1.73474, 1.14130], [-3.05249, 2.86441, 1.76191], [-4.36031, 3.25339, 1.48441], [-4.82719, 4.48539, 1.95464], [-3.93017, 5.22869, 2.69774], [-2.64960, 4.80029, 3.12731], [-2.20944, 3.57469, 2.65941], [-4.31249, 6.93364, 3.10259], [-5.76246, 7.11115, 3.07532], [-3.37689, 7.54892, 2.17246], [-3.69776, 6.99899, 4.44949], [-3.10784, 0.93142, 1.14401], [-1.48727, 1.59339, 1.13094], [-4.98151, 2.61192, 0.88100], [-5.81015, 4.95804, 1.84504], [-2.18705, 5.41955, 3.96925], [-1.20005, 3.24399, 2.90013], [1.21535, 4.84671, -3.07179], [1.47424, 3.56173, -1.73696], [0.27425, 3.51692, -0.76205], [0.31141, 4.36191, 0.15823], [-0.66637, 2.67672, -0.99550], [2.40599, 3.88767, -1.17071], [1.60423, 2.65793, -2.28095], [0.68621, 0.41648, -4.47081], [0.84828, 0.45153, -3.04015], [-0.26631, 0.00078, -4.78610], [0.97005, 1.39275, -4.90519], [1.42596, -0.31439, -4.88546]], "atomic_forces_ev_per_a": [[0.008, 1.476, -0.234], [0.536, -0.326, -1.041], [-0.225, -0.336, 0.812], [-0.791, 0.586, 0.414], [-0.585, -0.240, -0.266], [1.310, -0.154, -0.179], [0.054, -0.873, -0.718], [-0.085, -1.293, -0.515], [-0.655, 0.930, 1.263], [-0.053, 0.194, -0.716], [0.228, -0.301, 0.913], [1.441, 1.414, 1.396], [-0.227, 1.023, 0.387], [-0.161, -0.167, -0.435], [-1.546, 0.061, -1.032], [-0.280, 0.813, 0.155], [-0.103, -0.090, -0.047], [0.209, -0.010, 0.057], [0.616, 0.622, -0.356], [0.225, -0.320, -0.099], [0.288, 0.147, 0.515], [-0.021, 0.110, 0.498], [-0.669, -0.065, -0.149], [-0.270, -0.124, -0.426], [0.198, 0.145, -0.189], [-0.059, -0.214, -0.348], [1.117, -0.510, -0.113], [-0.400, -0.302, -0.099], [0.285, 0.205, -0.225], [-0.447, 0.426, 0.853], [-0.238, 0.537, -0.455], [-0.303, -0.047, 0.133], [-0.068, 0.150, -0.034], [-0.103, -0.919, -0.551], [0.062, 0.277, -0.303], [-0.196, -0.392, 0.399], [-0.370, 0.037, 0.109], [-0.049, -0.482, -0.787], [0.239, 0.346, 0.166], [0.077, -0.248, 0.589], [0.908, -0.598, 0.027], [0.038, 0.228, 0.311], [-1.111, 0.119, -0.804], [0.824, 2.156, 1.283], [1.149, -0.871, 0.646], [-0.013, -1.074, 0.007], [0.055, -0.194, -0.258], [-0.167, -0.421, -0.385], [-0.081, -0.372, -0.333], [-0.374, 0.106, -0.195], [0.078, 0.543, 0.619], [-0.825, -0.669, -0.331], [0.068, 0.122, -0.402], [0.117, 0.122, -0.072], [-0.848, -0.713, -0.088], [1.376, -0.098, 0.342], [-0.004, 0.183, 0.171], [0.989, 0.092, 0.644], [-0.370, 0.612, 0.514], [-0.847, 0.178, 0.851], [-0.642, 0.864, -0.410], [2.630, -2.011, 2.085], [0.500, 0.537, -0.646], [-1.326, 1.402, -0.981], [-1.286, 0.755, 0.163], [0.567, -0.057, -0.118], [-0.642, 0.218, 0.252], [-0.064, -0.144, -0.287], [0.269, -0.631, -0.394], [-0.319, -0.918, -1.739], [-0.283, -0.269, -0.148], [0.121, -0.733, 0.842], [0.773, 1.472, 0.488], [-0.477, 1.396, 0.773], [0.077, -1.274, -0.928], [1.100, -0.637, -0.053], [-1.243, -0.409, -0.853], [0.160, -0.782, -0.415], [1.536, -0.732, 1.228], [0.014, -0.216, -0.984], [-0.510, 0.528, -0.077], [-0.688, -0.263, 0.099], [-0.217, 0.359, 0.209]], "relative_energy_kj_mol": 0.0, "max_force_ha_per_bohr": 0.07609, "energy_ev": -148790.829, "homo_ev": [-2.2, -2.2], "homo_lumo_gap_ev": [3.6, 4.0], "charge": -2}